Computed, not measured: a cluster of 13 separate species, C78H173N11O30 in total, with ωB97M-V/def2-TZVPD.

```
292
Properties=species:S:1:pos:R:3:forces:R:3
C 5.052 -0.690 -9.008 0.755 0.231 -0.211
O 4.218 -1.835 -9.053 0.319 0.466 0.676
C 2.925 -1.542 -9.521 -1.297 -0.570 -0.526
C 1.955 -2.764 -9.213 2.546 0.464 0.464
N 2.250 -3.128 -7.816 -1.141 0.273 -0.090
C 1.495 -4.241 -7.272 -1.552 1.530 -0.617
C 1.525 -4.246 -5.799 2.325 1.670 0.634
O 2.905 -4.617 -5.432 -1.896 -0.258 -2.721
C 3.143 -4.344 -4.146 0.097 0.599 2.572
H 5.429 -0.420 -10.027 -0.254 -0.226 0.603
H 5.932 -0.894 -8.351 -0.747 -0.045 -0.552
H 4.539 0.206 -8.610 -0.040 -0.417 -0.044
H 3.016 -1.438 -10.626 -0.489 0.400 0.511
H 2.469 -0.626 -9.030 0.792 -0.884 -0.781
H 2.216 -3.613 -9.893 -0.530 0.560 0.096
H 0.941 -2.383 -9.340 0.001 -0.455 0.042
H 3.227 -3.269 -7.672 0.655 0.045 -0.141
H 1.835 -5.190 -7.550 0.595 -1.730 -1.090
H 0.459 -4.085 -7.618 0.407 -0.296 0.211
H 0.882 -4.935 -5.310 -0.945 -0.661 0.349
H 1.368 -3.186 -5.476 -0.094 -0.769 0.206
H 2.911 -3.283 -3.936 0.383 -0.060 0.199
H 4.205 -4.550 -3.982 -0.170 0.052 0.454
H 2.486 -4.927 -3.435 0.639 0.110 -0.415
C -5.811 -2.575 6.702 0.207 1.868 1.588
O -5.360 -2.018 5.492 1.294 -1.401 -0.838
C -4.575 -2.985 4.676 -0.743 0.757 -0.141
C -3.651 -2.158 3.803 -0.202 1.410 2.376
N -4.316 -1.303 2.907 -0.027 0.920 -2.247
C -3.502 -0.299 2.164 -0.327 -2.639 -1.191
C -4.411 0.439 1.184 1.707 0.393 0.702
O -5.452 0.988 1.945 -1.235 -0.527 -0.284
C -5.300 2.350 2.179 0.004 0.957 -0.072
H -5.987 -1.705 7.466 0.253 -1.496 -1.482
H -5.069 -3.238 7.162 0.012 0.011 -0.099
H -6.734 -3.104 6.580 -0.646 -0.420 -0.080
H -5.236 -3.566 4.017 -0.193 0.021 0.390
H -3.980 -3.677 5.302 -0.347 0.435 -0.033
H -2.924 -2.721 3.310 1.100 -1.318 -0.907
H -3.125 -1.540 4.540 0.570 -0.028 0.305
H -5.063 -0.825 3.340 -0.947 0.493 0.622
H -2.728 -0.893 1.613 -0.467 0.573 0.145
H -2.958 0.404 2.734 0.439 0.917 1.204
H -4.744 -0.262 0.443 -0.585 -0.199 -0.385
H -3.820 1.260 0.704 -0.405 -0.660 0.021
H -4.220 2.518 2.318 -0.355 0.695 0.180
H -5.881 2.666 3.056 0.394 -0.362 -0.021
H -5.709 2.966 1.342 0.544 -0.323 0.184
C 4.187 3.503 1.737 0.726 -1.095 -1.296
O 3.570 3.732 0.488 0.062 0.786 0.026
C 4.304 4.450 -0.525 -0.693 -1.774 -0.483
C 3.431 4.236 -1.758 -0.414 -0.231 -0.704
N 2.123 4.880 -1.636 1.215 0.283 0.108
C 1.253 4.715 -2.778 -0.548 -0.957 1.251
C -0.167 5.050 -2.329 -0.529 1.038 -0.592
O -0.429 4.570 -1.046 -0.772 -1.236 0.199
C -1.742 4.873 -0.555 1.229 -0.986 0.830
H 5.188 3.067 1.535 -0.216 0.164 0.404
H 3.571 2.744 2.190 -0.149 -0.350 0.438
H 4.270 4.327 2.418 -0.014 0.886 0.111
H 5.288 3.946 -0.716 -0.517 0.601 0.393
H 4.380 5.505 -0.302 0.257 0.332 0.250
H 3.362 3.147 -1.995 -0.148 0.185 0.599
H 3.900 4.586 -2.674 0.358 0.619 0.002
H 1.672 4.586 -0.785 -0.136 -0.174 0.029
H 1.289 3.689 -3.163 -0.091 -0.168 0.158
H 1.545 5.338 -3.595 0.200 0.726 -0.563
H -0.920 4.695 -3.042 0.097 -0.243 -0.146
H -0.328 6.138 -2.256 0.340 0.098 -0.372
H -1.581 4.730 0.527 -0.720 0.554 -0.359
H -2.621 4.291 -0.859 0.588 -0.860 -0.419
H -1.999 5.834 -0.902 -0.209 1.753 0.254
C -1.385 -2.835 -0.407 -0.393 -0.886 0.943
O -0.900 -3.026 -1.715 0.001 0.390 -0.907
C 0.512 -3.222 -1.922 -0.500 1.034 1.479
C 1.370 -2.166 -1.194 1.493 0.203 -1.742
N 1.298 -0.810 -1.805 0.621 -1.741 -0.234
C 2.042 0.159 -1.032 -0.115 1.475 0.201
C 1.535 0.402 0.404 0.060 -1.828 -0.178
O 0.151 0.564 0.468 -0.179 -0.792 0.301
C -0.232 1.732 -0.172 0.114 -0.525 -1.950
H -0.894 -2.025 0.163 -0.303 -0.037 -0.541
H -1.281 -3.769 0.212 0.107 0.513 -0.556
H -2.474 -2.663 -0.514 0.691 0.200 0.144
H 0.709 -3.245 -2.996 -0.216 0.305 0.087
H 0.684 -4.204 -1.538 0.737 -0.764 0.379
H 2.436 -2.442 -1.304 -0.316 -0.257 -0.057
H 1.279 -2.035 -0.139 -0.750 -0.652 0.838
H 0.350 -0.557 -1.830 -1.715 0.661 0.033
H 1.930 1.141 -1.534 0.527 -0.631 -0.051
H 3.077 -0.174 -1.011 0.207 0.244 0.151
H 2.003 1.253 0.872 0.647 0.461 0.002
H 1.728 -0.494 0.999 0.154 0.260 0.115
H -1.192 1.968 0.179 -1.416 0.557 0.335
H -0.231 1.612 -1.283 -0.258 0.163 0.726
H 0.456 2.510 0.033 0.699 1.124 0.437
C 1.893 1.575 5.130 1.731 1.245 -0.201
O 0.528 1.754 4.887 -0.555 -1.136 -1.641
C 0.203 1.241 3.550 -1.758 -0.844 0.734
C -0.415 -0.211 3.550 3.734 1.602 -0.688
N 0.520 -1.122 4.208 0.284 1.324 1.910
C 0.071 -2.476 4.111 1.305 -0.189 -1.224
C 1.086 -3.461 4.672 -1.161 -1.114 1.440
O 1.198 -3.218 6.087 -0.742 0.006 -0.392
C 2.428 -3.394 6.744 -0.519 -0.213 0.164
H 2.072 1.761 6.200 0.036 0.633 -0.571
H 2.491 2.316 4.411 -0.769 -1.444 1.666
H 2.291 0.557 5.022 -0.378 0.026 -0.718
H 1.068 1.157 2.939 1.121 0.248 -0.324
H -0.500 1.924 3.040 0.229 -0.142 0.531
H -0.370 -0.508 2.503 -0.580 0.123 -0.193
H -1.385 -0.165 3.900 -2.090 -0.361 1.034
H 0.646 -0.842 5.226 -0.372 -0.642 -1.670
H 0.030 -2.714 3.022 -0.271 0.067 0.428
H -0.931 -2.553 4.512 -0.293 -0.767 0.400
H 2.100 -3.472 4.268 -0.298 0.359 -0.548
H 0.591 -4.470 4.508 0.898 0.680 0.234
H 2.898 -4.353 6.572 0.210 -0.445 -0.593
H 2.163 -3.449 7.801 0.266 0.552 0.040
H 3.119 -2.588 6.499 0.184 0.095 0.196
C -2.832 2.600 5.351 -1.409 1.096 -0.837
O -3.809 3.722 5.324 1.390 -1.373 0.485
C -4.089 4.114 6.668 -0.310 -0.535 -0.051
C -2.951 4.962 7.309 -1.271 -0.829 -0.519
N -3.146 5.061 8.779 1.304 -0.461 -1.242
C -2.235 6.062 9.386 -1.969 -0.977 -0.199
C -2.868 7.418 9.196 1.460 0.816 2.677
O -4.133 7.547 9.845 -0.169 -0.676 0.056
C -4.094 7.802 11.284 1.278 -0.693 -2.515
H -2.389 2.524 4.358 0.103 0.246 0.147
H -3.300 1.644 5.586 -0.389 0.038 0.144
H -2.108 2.832 6.098 0.862 -0.146 0.251
H -4.368 3.215 7.252 0.714 0.214 0.154
H -5.038 4.602 6.589 -0.489 1.002 0.068
H -2.857 5.887 6.684 -0.137 -0.187 0.826
H -2.097 4.358 7.059 0.840 0.140 0.403
H -4.101 5.321 8.913 -0.533 0.376 0.494
H -1.267 5.896 8.954 0.500 0.486 -0.474
H -2.076 5.871 10.453 -0.347 -0.118 -0.018
H -2.961 7.720 8.201 -0.552 0.100 -1.742
H -2.133 8.121 9.618 -0.271 0.411 0.154
H -3.179 7.361 11.651 0.414 0.412 0.491
H -4.881 7.302 11.778 -1.170 -0.383 0.240
H -4.164 8.860 11.312 0.138 1.014 0.969
C 7.477 -5.428 3.280 -1.265 -0.328 -0.450
O 6.869 -5.015 2.063 -0.407 -0.257 0.570
C 6.831 -6.078 1.156 1.485 0.073 -1.235
C 5.937 -5.772 -0.026 0.166 0.360 -0.893
N 6.322 -4.641 -0.943 -0.282 0.359 0.761
C 6.397 -3.322 -0.250 -0.372 0.560 0.787
C 6.458 -2.054 -1.140 0.802 -0.098 1.273
O 5.178 -1.677 -1.600 -0.579 -0.852 -0.045
C 5.137 -0.841 -2.721 -0.728 -0.523 -0.337
H 8.454 -5.829 3.053 0.604 0.010 0.255
H 6.864 -6.244 3.755 0.493 0.771 -0.180
H 7.481 -4.516 3.854 0.372 -0.044 0.687
H 6.510 -7.016 1.625 -0.259 0.100 0.100
H 7.889 -6.265 0.801 -0.810 0.067 0.128
H 4.937 -5.512 0.373 0.175 -0.814 -0.160
H 6.004 -6.689 -0.681 -0.713 0.827 0.748
H 5.512 -4.584 -1.565 0.392 0.069 -0.110
H 7.231 -3.350 0.485 -0.119 0.144 -0.963
H 5.544 -3.078 0.423 0.013 -0.622 -0.410
H 7.200 -2.198 -1.930 -0.176 0.166 -0.288
H 6.779 -1.227 -0.454 0.250 -0.610 -0.637
H 5.303 -1.358 -3.657 0.297 -0.471 -0.288
H 5.821 -0.040 -2.660 1.026 1.085 0.233
H 4.142 -0.420 -2.812 -0.241 0.031 0.186
C 8.058 2.505 2.760 0.719 -1.191 -0.965
O 7.756 1.199 2.227 -0.418 1.085 -0.006
C 6.955 0.401 3.086 -0.989 1.313 -0.389
C 6.589 -0.817 2.289 -0.388 -1.752 -0.710
N 6.008 -1.900 3.150 -0.640 1.122 0.014
C 4.563 -1.753 3.503 0.648 0.264 -1.149
C 3.563 -1.415 2.359 1.504 0.213 -0.542
O 3.581 -2.327 1.251 0.437 1.219 -0.067
C 3.075 -3.552 1.559 -1.646 -1.401 0.625
H 8.745 2.406 3.610 -0.388 0.168 0.164
H 7.160 3.069 2.968 -0.305 0.119 0.397
H 8.606 3.013 1.961 -0.096 0.001 0.130
H 6.005 0.931 3.416 0.958 -0.203 -0.265
H 7.567 0.220 3.946 0.064 -0.726 0.879
H 7.580 -1.174 1.852 -1.485 0.155 0.288
H 5.827 -0.570 1.453 1.635 -0.071 0.993
H 6.114 -2.821 2.763 0.341 -0.142 -0.573
H 4.452 -0.959 4.218 -0.054 0.591 0.457
H 4.317 -2.646 4.033 -0.348 -0.729 0.349
H 4.015 -0.530 1.854 -1.028 -0.027 0.673
H 2.538 -1.262 2.756 0.511 0.066 -0.118
H 1.940 -3.519 1.635 0.893 -0.075 0.022
H 3.459 -3.852 2.552 -0.143 -0.559 -0.500
H 3.305 -4.303 0.771 0.103 0.567 0.537
C -6.350 -3.609 -6.969 -0.521 -1.819 -0.944
O -6.241 -2.360 -6.463 -0.146 1.181 2.938
C -6.837 -2.266 -5.112 -0.875 1.629 -3.064
C -6.422 -0.928 -4.618 0.574 0.787 0.408
N -6.937 -0.700 -3.286 -0.344 0.696 0.831
C -6.266 0.329 -2.444 -3.427 -0.403 1.145
C -6.935 0.412 -1.039 -2.010 -0.713 -0.816
O -8.175 1.189 -1.126 0.159 -0.995 -1.391
C -8.519 1.832 0.055 1.347 -1.058 1.584
H -6.081 -4.438 -6.313 0.386 0.102 0.536
H -5.679 -3.662 -7.814 -0.046 -0.170 -0.536
H -7.384 -3.842 -7.256 -0.068 0.055 -0.384
H -6.523 -2.981 -4.421 0.708 -1.727 0.758
H -7.938 -2.298 -5.253 0.376 -0.229 0.245
H -6.701 -0.178 -5.365 -0.012 0.206 0.017
H -5.323 -0.939 -4.565 -0.146 0.119 0.012
H -7.975 -0.635 -3.268 1.238 0.300 0.043
H -6.306 1.378 -2.739 0.162 0.002 -0.846
H -5.299 0.053 -2.170 1.958 -0.672 -0.312
H -6.327 1.061 -0.451 0.906 -0.226 0.885
H -7.161 -0.655 -0.604 0.619 2.019 -0.501
H -7.622 2.279 0.469 0.277 0.955 -0.031
H -8.699 1.114 0.873 -0.764 -0.099 -0.256
H -9.310 2.555 -0.033 -0.329 0.060 -0.425
C -1.890 5.425 3.094 -0.066 -1.352 -0.220
O -1.076 4.264 2.861 0.877 -0.077 -0.317
C 0.323 4.515 2.581 -1.702 0.166 0.983
C 1.037 5.333 3.605 0.900 1.492 -0.709
N 0.584 5.044 4.900 -0.464 -1.664 1.774
C 1.446 5.442 5.962 2.757 1.390 0.839
C 0.917 4.958 7.277 -1.005 -0.780 -0.881
O 0.914 3.523 7.072 -0.618 0.854 1.457
C 0.350 2.813 8.159 -1.397 -0.487 -0.388
H -2.019 5.489 4.179 -0.086 0.498 -0.251
H -2.864 5.158 2.613 0.640 0.710 0.386
H -1.400 6.297 2.651 -0.422 0.149 0.105
H 0.416 4.933 1.616 0.248 0.577 -1.309
H 0.807 3.574 2.601 0.191 -1.252 -0.249
H 0.925 6.420 3.486 -0.123 -0.040 -0.393
H 2.123 5.160 3.401 -0.215 -0.083 0.347
H 0.480 4.024 5.070 -0.282 0.661 -0.607
H 1.668 6.541 6.048 -0.671 -0.638 -0.445
H 2.478 5.005 5.882 -0.404 0.109 -0.266
H -0.107 5.377 7.276 0.082 -0.561 0.564
H 1.443 5.245 8.198 0.184 -0.036 -0.382
H -0.669 3.159 8.467 0.584 0.200 -0.418
H 0.959 2.865 9.048 0.509 -0.103 0.327
H 0.175 1.765 7.840 0.480 0.499 0.152
C -3.866 -6.128 -1.606 2.426 2.174 -0.954
O -3.112 -6.190 -2.826 0.309 -0.523 0.195
C -3.663 -5.520 -3.942 0.157 -0.096 0.366
C -2.732 -5.737 -5.166 -1.266 -0.768 0.883
N -2.525 -4.549 -5.930 -0.642 0.324 1.586
C -2.291 -4.672 -7.319 2.195 -0.735 -0.057
C -2.527 -3.392 -8.028 -1.817 -0.798 -2.886
O -1.420 -2.581 -8.023 0.817 1.565 -0.867
C -1.539 -1.598 -9.086 -0.468 0.223 1.154
H -4.372 -5.168 -1.624 -0.457 0.206 0.391
H -3.071 -6.062 -0.827 -0.944 -0.496 -0.171
H -4.554 -6.912 -1.523 -0.898 -1.312 0.334
H -3.781 -4.457 -3.709 0.036 0.192 -0.104
H -4.657 -5.940 -4.133 -0.105 0.171 -0.174
H -3.320 -6.419 -5.768 0.209 -0.290 -0.569
H -1.886 -6.332 -4.784 0.307 0.462 -0.255
H -1.960 -3.873 -5.430 0.104 0.080 -0.346
H -2.860 -5.483 -7.728 -0.804 -0.267 -0.148
H -1.241 -4.997 -7.494 -0.295 0.127 -0.331
H -3.428 -2.958 -7.558 0.239 0.412 -0.312
H -2.741 -3.569 -9.183 -0.114 -0.141 2.151
H -1.706 -2.037 -10.103 0.807 0.116 0.807
H -0.729 -0.891 -8.915 0.424 -0.332 -0.734
H -2.414 -0.971 -8.906 -0.419 -0.086 0.107
C -2.608 1.413 -3.311 0.053 0.830 0.110
C -2.631 1.923 -4.541 -0.404 -0.628 -0.843
C -2.350 1.020 -5.720 0.264 -0.136 -0.764
O -2.508 1.468 -6.842 -0.296 0.772 -0.175
C -1.899 -0.322 -5.522 0.363 0.017 -1.479
C -1.810 -0.795 -4.298 -0.925 1.077 1.568
C -2.203 0.066 -3.097 0.626 -1.590 1.262
O -2.119 -0.463 -1.978 -0.285 0.790 -1.358
O -1.448 -2.000 -4.061 0.378 -2.424 1.235
O -2.993 3.152 -4.867 0.009 0.211 -0.318
H -2.806 2.032 -2.469 -0.206 0.264 0.664
H -1.612 -0.964 -6.368 -0.304 0.481 0.238
H -1.566 -2.316 -3.096 0.504 0.689 -0.624
H -3.032 3.189 -5.855 0.174 -0.167 0.461
C 1.606 0.107 -6.581 0.210 -0.990 0.470
C 1.445 0.130 -5.249 0.604 -0.164 0.589
C 0.801 1.294 -4.573 -0.556 2.782 0.679
O 0.639 1.307 -3.365 -0.086 -0.646 -0.106
C 0.471 2.523 -5.334 -0.142 -0.850 -1.113
C 0.568 2.387 -6.670 -0.110 0.829 0.143
C 1.100 1.141 -7.373 -0.875 1.836 1.604
O 1.036 1.217 -8.565 0.155 -0.442 -2.530
O 0.218 3.372 -7.501 0.073 -0.568 -0.199
O 1.965 -0.770 -4.445 -0.777 -0.253 0.531
H 2.056 -0.733 -7.047 0.351 -0.766 -0.254
H 0.037 3.469 -4.966 0.343 -0.950 0.375
H 0.316 3.004 -8.413 0.040 0.070 0.442
H 1.593 -0.752 -3.449 0.575 0.309 -0.462
```
Forces are in eV/Å.

## Properties
* net charge: 0
* Kohn-Sham gap: 7.122 eV
* electronic energy: -5934.5536 Ha